(1)
Entry from the Open Molecules 2025 dataset: a structure of composition C5H17IIrN2 (ωB97M-V with the def2-TZVPD basis set).

Structure (XYZ):
```
26
Properties=species:S:1:pos:R:3:forces:R:3:lowdin_charge:R:1
C -2.171 3.184 -1.320 0.006 0.683 -0.714 -0.167
C -0.840 3.587 -1.965 -0.265 0.670 -0.135 -0.153
H -2.805 2.669 -2.042 -0.034 -0.099 0.099 0.076
H -2.691 4.106 -1.023 -0.015 -0.441 0.119 0.091
H -2.089 2.544 -0.436 0.179 -0.104 0.350 -0.077
H -0.132 2.780 -2.143 -0.069 -0.203 -0.048 0.044
H -1.093 4.036 -2.948 0.326 -0.253 0.483 0.092
H -0.330 4.372 -1.385 -0.136 -0.323 -0.142 0.078
Ir 0.108 -0.446 0.597 -0.782 2.704 -1.780 1.161
C 1.047 1.276 0.446 1.584 2.071 0.674 -0.358
H 1.557 1.349 -0.534 -0.183 -0.238 0.006 0.053
H 1.841 1.276 1.220 -0.088 0.213 -0.127 0.046
H 0.415 2.158 0.594 0.199 -0.101 -0.063 -0.002
I -2.119 0.532 1.275 -2.961 1.120 0.667 0.832
N -0.628 -2.329 1.072 -0.809 -2.582 2.399 -0.212
C 0.386 -3.400 1.402 -0.717 0.021 -0.288 -0.170
C 1.489 -3.214 0.393 0.820 0.172 -0.130 -0.165
N 1.719 -1.712 0.302 3.034 -3.168 -1.071 -0.154
H -1.210 -2.160 1.901 -0.042 -0.557 -0.186 0.061
H -1.273 -2.705 0.388 -0.322 0.040 -0.400 0.113
H 0.711 -3.254 2.436 0.029 -0.016 -0.196 0.139
H -0.106 -4.375 1.306 0.329 0.123 0.164 0.146
H 2.413 -3.727 0.723 -0.489 0.213 -0.356 0.150
H 1.219 -3.555 -0.618 0.019 -0.016 0.457 0.140
H 2.448 -1.480 0.969 0.212 0.165 0.211 0.118
H 2.134 -1.512 -0.609 0.179 -0.092 0.005 0.119
```
Positions in Å, forces in eV/Å.

Computed properties:
**ΔE to the lowest compared entry with this formula, charge and spin**: 0.00 kcal per mole
**LUMO level (alpha / beta)**: -0.2573 / -0.4342 hartree
**2S+1**: 6
**Net charge**: +2



(2)
Entry from the Open Molecules 2025 dataset: the ion C5H10N3OS with charge +1 (ωB97M-V with the def2-TZVPD basis set).

Structure (XYZ):
```
20
Properties=species:S:1:pos:R:3:forces:R:3:lowdin_charge:R:1
H -3.886 -0.911 -0.146 -1.637 -0.559 -1.851 0.047
N -3.195 -0.684 0.487 3.193 0.937 2.220 0.217
C -2.067 -0.319 0.068 -1.643 -0.284 -2.456 -0.379
N -1.739 -0.122 -1.367 -0.707 1.652 2.661 0.078
N -0.353 -0.036 -1.503 0.720 -4.674 -1.671 0.056
C 0.274 0.585 -0.319 -3.656 1.928 0.763 -0.189
C -0.854 0.124 0.783 1.982 2.786 0.718 -0.460
S -0.001 -1.128 1.739 0.834 -0.128 0.609 0.952
C 1.612 -0.192 1.632 0.172 -0.342 0.812 -0.343
C 1.616 0.129 0.084 1.628 -0.353 0.777 -0.430
O 2.567 1.128 -0.280 -0.088 -1.173 0.851 -0.003
H -2.177 -0.529 -2.154 -0.760 -0.693 -0.531 0.147
H -0.138 0.424 -2.351 0.460 1.058 -1.191 0.179
H -0.123 -1.084 -1.709 0.966 2.072 0.891 0.243
H 0.209 1.722 -0.590 0.320 -1.998 0.961 0.214
H -1.052 1.068 1.394 -0.049 -1.404 -0.569 0.158
H 2.505 -0.850 1.999 -1.740 0.886 -1.040 0.129
H 1.639 0.699 2.353 -0.351 -0.941 -1.393 0.120
H 1.860 -0.843 -0.393 -0.127 0.380 0.035 0.154
H 3.304 0.819 0.273 0.483 0.851 -0.595 0.109
```
Positions in Å, forces in eV/Å.

Computed properties:
**SMILES string**: [H]/N=C1\N[NH2+][C@H]2[C@@H]1SC[C@@H]2O
**ΔE to the lowest compared entry with this formula, charge and spin**: 45.29 kcal per mole
**LUMO level**: -0.1313 hartree
**2S+1**: 1
**Net charge**: +1



(3)
Entry from the Open Molecules 2025 dataset: a cluster of 8 separate species, C8H32N16O8 in total (ωB97M-V with the def2-TZVPD basis set).

Structure (XYZ):
```
64
Properties=species:S:1:pos:R:3:forces:R:3:lowdin_charge:R:1
N -29.123 -10.637 5.969 -0.612 -0.784 -0.894 0.197
C -30.194 -11.205 5.366 -0.375 1.161 1.391 -0.622
N -31.309 -10.416 5.363 0.321 -0.149 -0.111 0.200
O -30.223 -12.385 4.958 0.173 -0.034 -0.431 -0.068
H -28.267 -11.172 5.972 0.052 0.155 0.106 0.038
H -29.241 -9.797 6.515 0.102 0.262 -0.030 0.056
H -31.221 -9.452 5.645 -0.047 0.004 0.006 0.091
H -32.184 -10.720 4.967 0.080 -0.146 -0.143 0.051
N -30.103 -5.975 7.837 0.461 -0.076 -0.452 0.161
C -29.527 -6.934 7.056 -0.491 -0.611 -0.046 -0.645
N -28.609 -6.525 6.148 -0.134 0.258 0.270 0.172
O -29.871 -8.114 7.146 0.038 0.203 0.069 -0.003
H -29.734 -5.043 7.829 -0.236 0.089 0.264 0.095
H -30.737 -6.295 8.544 -0.011 0.128 0.089 0.108
H -28.109 -7.224 5.627 0.005 0.056 -0.021 0.089
H -28.309 -5.568 6.118 0.107 -0.046 -0.159 0.098
N -33.130 -13.387 5.187 -0.564 0.079 -0.127 0.181
C -34.096 -12.809 4.428 0.143 -0.136 0.096 -0.652
N -35.063 -13.643 3.936 0.242 0.279 0.073 0.158
O -34.101 -11.606 4.189 0.094 0.054 -0.061 -0.005
H -32.399 -12.788 5.528 0.290 -0.289 0.023 0.070
H -33.118 -14.376 5.349 0.218 0.033 0.094 0.101
H -35.082 -14.623 4.144 -0.074 -0.013 -0.114 0.094
H -35.690 -13.240 3.265 -0.144 -0.108 0.042 0.105
N -25.654 -7.261 5.648 -0.011 -0.570 0.212 0.129
C -25.732 -8.616 5.412 0.196 -0.073 -0.124 -0.688
N -25.939 -9.404 6.513 -0.091 0.146 -0.372 0.163
O -25.651 -9.070 4.288 -0.197 0.007 -0.107 0.038
H -25.665 -6.918 6.589 -0.034 0.369 -0.135 0.088
H -25.577 -6.674 4.840 0.229 0.182 0.096 0.103
H -25.725 -9.083 7.437 -0.090 -0.108 0.074 0.093
H -26.098 -10.385 6.305 0.275 0.076 0.300 0.054
N -28.000 -11.522 8.776 0.214 0.239 0.024 0.162
C -28.990 -12.276 9.331 -0.280 -0.258 0.109 -0.678
N -29.723 -13.006 8.428 0.286 0.069 0.115 0.162
O -29.242 -12.311 10.526 0.066 0.241 -0.113 0.010
H -27.591 -11.745 7.884 -0.100 -0.037 -0.009 0.040
H -27.529 -10.859 9.361 0.013 -0.190 0.209 0.099
H -30.401 -13.626 8.828 -0.033 -0.078 -0.137 0.096
H -29.543 -12.982 7.440 -0.129 -0.021 -0.031 0.066
N -31.133 -11.133 -0.066 0.220 0.214 0.567 0.145
C -30.698 -10.994 1.237 0.073 -0.404 -0.405 -0.702
N -31.295 -11.835 2.150 0.172 0.561 -0.130 0.158
O -29.856 -10.174 1.538 -0.067 0.116 0.116 0.043
H -31.808 -11.816 -0.348 -0.048 0.094 -0.146 0.088
H -30.707 -10.491 -0.707 -0.122 -0.160 -0.263 0.100
H -30.834 -11.820 3.053 -0.151 -0.484 0.010 0.060
H -31.698 -12.694 1.822 0.003 -0.095 0.186 0.096
N -32.992 -9.038 1.935 -0.183 -0.449 0.822 0.169
C -33.699 -8.166 2.723 -0.181 0.468 -1.024 -0.677
N -33.978 -8.640 3.970 0.427 -0.236 0.274 0.155
O -34.059 -7.065 2.331 0.066 -0.060 0.125 0.003
H -32.726 -8.834 0.993 -0.058 0.345 0.027 0.094
H -32.784 -9.951 2.309 0.124 -0.020 -0.239 0.051
H -33.808 -9.615 4.155 -0.422 -0.037 0.088 0.029
H -34.699 -8.175 4.488 -0.015 0.083 -0.050 0.102
N -27.720 -13.759 4.815 0.686 0.355 0.071 0.193
C -26.669 -13.151 5.408 0.317 -0.923 0.482 -0.592
N -25.453 -13.767 5.283 -0.373 0.337 -0.045 0.169
O -26.778 -12.156 6.142 0.064 -0.116 -0.300 -0.061
H -27.544 -14.567 4.247 -0.208 0.065 -0.135 0.104
H -28.595 -13.244 4.750 -0.373 -0.040 -0.021 0.061
H -24.728 -13.459 5.902 0.088 0.027 -0.083 0.109
H -25.316 -14.591 4.730 0.008 -0.001 0.027 0.098
```
Positions in Å, forces in eV/Å.

Computed properties:
**SMILES string**: NC(N)=O.NC(N)=O.NC(N)=O.NC(N)=O.NC(N)=O.NC(N)=O.NC(N)=O.NC(N)=O
**ΔE to the lowest compared entry with this formula, charge and spin**: 2.74 kcal per mole
**LUMO level**: 0.0127 hartree
**2S+1**: 1



(4)
Entry from the Open Molecules 2025 dataset: a cluster of 2 separate species, C4H12 in total (ωB97M-V with the def2-TZVPD basis set).

Structure (XYZ):
```
16
Properties=species:S:1:pos:R:3:forces:R:3:lowdin_charge:R:1
C 0.945 -1.880 0.197 0.314 4.205 -1.299 -0.159
C -0.556 -1.520 0.274 0.536 -2.337 1.429 -0.181
H 1.120 -2.589 -0.543 0.025 -1.560 -1.231 0.026
H 1.672 -0.964 -0.202 -1.835 -2.236 1.626 0.113
H 1.172 -2.289 1.128 1.275 -0.345 1.517 0.033
H -0.956 -1.436 -0.708 -0.773 0.491 -0.485 0.056
H -0.873 -0.812 1.019 0.461 1.215 -0.353 0.045
H -1.022 -2.386 0.819 0.155 0.044 -1.129 0.078
C -0.943 1.836 -0.120 1.233 -2.986 0.346 -0.155
C 0.575 1.763 -0.428 -0.911 -3.638 0.517 -0.144
H -1.463 2.196 -0.913 -1.493 2.178 -2.106 0.014
H -1.496 0.824 -0.052 1.409 1.407 0.476 0.069
H -0.989 2.388 0.768 -1.028 0.804 1.234 0.045
H 0.774 1.647 -1.518 0.313 0.399 0.998 0.080
H 0.877 0.805 0.117 -0.082 0.864 -1.219 0.038
H 1.164 2.417 0.163 0.400 1.494 -0.322 0.043
```
Positions in Å, forces in eV/Å.

Computed properties:
**SMILES string**: CC.CC
**ΔE to the lowest compared entry with this formula, charge and spin**: 36.75 kcal per mole
**LUMO level**: 0.0444 hartree
**2S+1**: 1



(5)
Entry from the Open Molecules 2025 dataset: an isolated molecule of C5H12N4 (ωB97M-V with the def2-TZVPD basis set).

Structure (XYZ):
```
21
Properties=species:S:1:pos:R:3:forces:R:3:lowdin_charge:R:1
N 2.517 0.104 0.277 -0.538 -0.174 -0.323 0.041
C 1.336 0.468 -0.441 -0.567 0.894 -0.734 -0.252
C 0.223 -0.525 -0.571 -1.221 -0.958 -1.039 -0.336
N 0.598 -1.702 0.169 -0.574 -0.501 0.725 0.047
C -1.299 -0.643 -1.031 1.085 0.130 -0.231 -0.131
N -1.961 -0.399 0.285 -0.543 -0.337 0.318 -0.071
C -0.975 0.133 1.302 1.830 -0.691 -1.923 -0.122
C 0.051 0.797 0.312 -0.882 -0.754 0.544 -0.336
N -0.602 1.854 -0.398 -1.155 0.275 -0.622 0.050
H 2.643 0.758 1.054 0.663 -0.379 -0.806 0.106
H 3.237 -0.041 -0.419 0.621 0.411 0.828 0.093
H 1.472 1.047 -1.360 -0.042 0.590 0.780 0.140
H 0.743 -2.544 -0.384 -0.339 0.504 -0.277 0.091
H 1.497 -1.431 0.537 0.486 -0.676 0.514 0.039
H -1.569 0.117 -1.800 0.228 -0.399 0.737 0.099
H -1.637 -1.623 -1.437 0.629 0.489 0.356 0.110
H -2.343 -1.271 0.664 0.142 0.485 -0.367 0.098
H -0.454 -0.709 1.745 -0.335 0.121 0.785 0.087
H -1.466 0.815 1.949 -0.244 0.571 0.750 0.089
H -1.622 1.746 -0.311 0.524 0.149 -0.119 0.080
H -0.371 2.745 0.006 0.232 0.249 0.104 0.078
```
Positions in Å, forces in eV/Å.

Computed properties:
**SMILES string**: N[C@H]1[C@]2(N)CNC[C@]12N
**ΔE to the lowest compared entry with this formula, charge and spin**: 96.15 kcal per mole
**LUMO level**: 0.0333 hartree
**2S+1**: 1



(6)
Entry from the Open Molecules 2025 dataset: a cluster of 4 separate species, C5H19NO3 in total (ωB97M-V with the def2-TZVPD basis set).

Structure (XYZ):
```
28
Properties=species:S:1:pos:R:3:forces:R:3:lowdin_charge:R:1
C 1.440 1.354 0.621 0.343 0.307 -0.164 -0.114
C 1.509 -0.143 0.341 -0.082 0.099 -0.077 -0.249
C 0.624 -0.986 1.260 0.009 -0.002 -0.073 -0.219
C -0.880 -0.824 1.026 -0.038 0.107 -0.056 -0.202
C -1.327 -1.056 -0.418 0.275 0.002 0.057 -0.283
N -0.994 -2.352 -1.002 -0.067 -0.047 -0.157 0.002
H 0.436 1.777 0.526 -0.044 -0.117 0.107 0.055
H 2.084 1.909 -0.067 -0.075 -0.083 -0.102 0.078
H 1.836 1.614 1.608 -0.216 -0.148 0.097 0.077
H 1.245 -0.322 -0.705 0.013 -0.036 0.002 0.083
H 2.548 -0.462 0.427 0.026 -0.055 0.108 0.110
H 0.844 -0.731 2.300 0.044 -0.040 0.070 0.106
H 0.897 -2.040 1.149 -0.010 -0.004 0.001 0.101
H -1.201 0.183 1.306 -0.004 0.063 0.029 0.087
H -1.425 -1.499 1.689 0.010 -0.092 0.037 0.108
H -0.874 -0.303 -1.063 -0.066 0.114 0.031 0.070
H -2.403 -0.902 -0.482 -0.087 -0.095 -0.063 0.113
H -0.008 -2.562 -0.904 0.007 0.012 0.085 0.064
H -1.513 -3.108 -0.573 0.018 0.013 0.028 0.072
O -1.005 2.431 2.706 -0.069 0.053 -0.024 -0.058
H -1.199 2.556 3.640 0.048 -0.049 -0.043 0.041
H -0.275 1.805 2.667 0.023 0.022 0.095 0.001
O -0.237 1.770 -2.493 -0.152 0.210 0.112 -0.039
H -1.113 2.164 -2.586 0.100 -0.086 -0.058 0.065
H 0.077 2.073 -1.634 0.069 -0.036 -0.043 0.029
O 0.613 -0.884 -3.317 0.144 -0.038 0.014 -0.079
H 0.312 0.020 -3.140 -0.087 -0.234 0.033 -0.016
H -0.010 -1.482 -2.882 -0.131 0.160 -0.043 -0.003
```
Positions in Å, forces in eV/Å.

Computed properties:
**SMILES string**: CCCCCN.O.O.O
**ΔE to the lowest compared entry with this formula, charge and spin**: 7.72 kcal per mole
**LUMO level**: 0.0205 hartree
**2S+1**: 1



| no. | DFT total energy (hartree) |
| --- | --- |
| 1 | -711.35004 |
| 2 | -833.87489 |
| 3 | -1802.42413 |
| 4 | -159.52641 |
| 5 | -416.59222 |
| 6 | -482.37595 |